Entry 1:
Formula: C3H2N2S2
Source: OMol25
Level of theory: wB97M-V/def2-TZVPD

```
9
Properties=species:S:1:pos:R:3:forces:R:3:lowdin_charge:R:1
S -2.896 -2.066 -0.004 0.52 1.45 0.03 0.759
C -1.976 -0.690 0.008 -0.82 -2.52 -0.03 -0.816
C -0.581 -0.566 0.006 1.06 0.86 0.01 -0.117
C -0.319 0.787 -0.005 0.36 -2.08 0.02 -0.102
N -1.449 1.505 -0.007 -1.20 1.26 0.00 0.006
N -2.457 0.680 0.002 -0.23 1.63 -0.03 -0.643
S -3.995 1.217 0.002 0.09 -0.55 0.01 0.700
H 0.111 -1.383 0.012 0.09 -0.16 -0.01 0.099
H 0.628 1.292 -0.012 0.14 0.12 0.00 0.114
```
Forces are in eV/Å.

Calculated values
orbital gap (spin up / spin down) = 5.371 / 5.376 eV
energy above the lowest of the compared OMol25 structures with the same formula, charge and spin = 54.0 kcal per mole
SMILES = S=C1C=CN=[N+]1[S-]
E = -27790.816 eV
M = 130.2 g/mol
HOMO level (spin up / spin down) = -8.49 / -8.50 eV

Entry 2:
Formula: C3H2N4O
Source: OMol25
Level of theory: wB97M-V/def2-TZVPD

```
10
Properties=species:S:1:pos:R:3:forces:R:3:lowdin_charge:R:1
C -0.688 0.229 -0.132 1.49 -3.52 0.34 -0.512
C 0.554 -0.479 0.090 -2.56 -2.97 -0.82 -0.223
C 1.919 -0.342 -0.132 7.06 1.47 0.10 -0.188
H -1.599 1.777 0.442 1.99 -0.21 -3.18 0.203
H -0.054 2.044 0.520 -0.32 -1.64 -2.58 0.165
N -0.679 1.543 -0.241 -3.23 5.31 5.71 0.126
N -1.017 -2.173 -0.165 5.57 3.09 1.45 0.232
N 0.169 -1.810 0.039 -4.93 -1.99 -1.05 0.029
N 3.126 -0.283 -0.208 -6.09 -0.21 0.19 0.140
O -1.730 -0.506 -0.212 1.02 0.68 -0.16 0.027
```
Forces are in eV/Å.

Calculated values
orbital gap = 9.213 eV
energy above the lowest of the compared OMol25 structures with the same formula, charge and spin = 50.2 kcal per mole
E = -11147.096 eV
M = 110.1 g/mol
HOMO level = -9.68 eV

Entry 3:
Formula: C3H2N4O
Source: OMol25
Level of theory: wB97M-V/def2-TZVPD

```
10
Properties=species:S:1:pos:R:3:forces:R:3:lowdin_charge:R:1
C -0.303 0.729 1.176 -0.62 4.27 6.44 -0.071
C 0.802 0.241 -0.429 -3.96 1.73 5.81 -0.282
C -0.445 -0.227 0.203 3.49 -0.60 -3.40 -0.270
H -1.090 1.629 1.320 2.04 -1.69 -1.28 0.191
H -0.207 0.439 2.271 -0.01 -0.24 -1.33 0.153
N 1.068 0.087 -1.614 3.22 1.98 -1.51 0.135
N 0.426 -0.976 -2.015 -0.78 -3.40 -3.18 -0.025
N -0.383 -1.688 -1.372 -0.37 -0.83 -1.13 -0.003
N -0.930 -1.279 -0.206 -3.08 -2.44 0.50 0.120
O 1.063 1.045 0.668 0.07 1.23 -0.91 0.052
```
Forces are in eV/Å.

Calculated values
orbital gap = 9.577 eV
energy above the lowest of the compared OMol25 structures with the same formula, charge and spin = 102.8 kcal per mole
E = -11144.815 eV
M = 110.1 g/mol
HOMO level = -9.85 eV

Entry 4:
Formula: C3H2N4O4
Source: OMol25
Level of theory: wB97M-V/def2-TZVPD

```
13
Properties=species:S:1:pos:R:3:forces:R:3:lowdin_charge:R:1
O 0.004 -1.693 0.034 0.74 0.91 -0.18 0.123
N 0.130 -0.497 -0.189 -2.14 -1.38 0.22 -0.321
O 0.348 0.048 -1.256 1.00 -1.02 -0.83 0.073
C -0.278 0.433 0.784 1.83 6.08 0.33 -0.144
N -0.967 0.612 1.852 -0.23 -5.89 -0.77 0.045
N -1.151 1.822 2.203 1.32 2.72 -1.06 0.022
C -0.467 2.560 1.292 -0.74 1.04 1.18 -0.172
N 0.225 1.910 0.371 -2.68 -4.40 2.30 0.186
H -0.572 3.589 1.548 0.62 0.91 -0.87 0.113
H 0.392 1.897 -0.621 0.30 1.04 -0.24 0.123
O 0.001 -3.021 -2.652 -0.69 0.36 -0.65 0.200
C 0.779 -3.563 -2.000 -1.04 0.83 -0.83 -0.470
O 1.557 -4.097 -1.365 1.70 -1.21 1.40 0.223
```
Forces are in eV/Å.

Calculated values
orbital gap (spin up / spin down) = 9.077 / 9.077 eV
energy above the lowest of the compared OMol25 structures with the same formula, charge and spin = 20.5 kcal per mole
SMILES = O=[N+]([O-])c1nnc[nH]1.O=C=O
E = -17288.920 eV
M = 158.1 g/mol
HOMO level (spin up / spin down) = -10.57 / -10.57 eV